{"formula": "C36H94N6O12", "method": "ωB97M-V with the def2-TZVPD basis set", "lumo_energy_ev": -0.1, "total_charge": 0, "relative_energy_kcal_mol": 0.0, "smiles": "CC1(C)CCCC(C)(C)N1O.CC1(C)CCCC(C)(C)N1O.NC(N)=O.NC(N)=O.CCO.CCO.CCO.CCO.CCO.CCO.CCO.CCO", "homo_lumo_gap_ev": 8.17, "elements": ["O", "O", "O", "O", "O", "O", "O", "O", "O", "O", "O", "O", "N", "N", "N", "N", "N", "N", "C", "C", "C", "C", "C", "C", "C", "C", "C", "C", "C", "C", "C", "C", "C", "C", "C", "C", "C", "C", "C", "C", "C", "C", "C", "C", "C", "C", "C", "C", "C", "C", "C", "C", "C", "C", "H", "H", "H", "H", "H", "H", "H", "H", "H", "H", "H", "H", "H", "H", "H", "H", "H", "H", "H", "H", "H", "H", "H", "H", "H", "H", "H", "H", "H", "H", "H", "H", "H", "H", "H", "H", "H", "H", "H", "H", "H", "H", "H", "H", "H", "H", "H", "H", "H", "H", "H", "H", "H", "H", "H", "H", "H", "H", "H", "H", "H", "H", "H", "H", "H", "H", "H", "H", "H", "H", "H", "H", "H", "H", "H", "H", "H", "H", "H", "H", "H", "H", "H", "H", "H", "H", "H", "H", "H", "H", "H", "H", "H", "H"], "coordinates": [[4.50945, 3.68221, -7.92285], [-4.96001, 7.96821, 3.85561], [-4.74055, -8.37034, -0.49107], [10.56542, -4.50686, -0.27322], [-3.41591, -2.07308, -4.93508], [-3.09810, -4.88036, 9.46049], [-10.60490, 2.14347, 4.14032], [4.24940, -10.17040, 0.84912], [-7.60293, 2.03670, 10.36781], [-1.51374, -1.55517, 0.28537], [4.15728, 7.12550, 7.29408], [-4.10739, 4.48701, -6.72055], [-4.15377, 2.56943, -5.56745], [-0.56568, -0.53571, 0.51010], [-3.94194, 2.46736, -7.68108], [-3.64512, -2.83444, -7.11222], [4.72315, 2.40748, -7.39084], [-2.03237, -3.42584, -5.93424], [1.87016, 0.05502, 0.77605], [2.56477, 1.70677, -8.15976], [-3.13460, -2.78358, -5.90944], [3.78987, 0.25429, -6.61268], [-1.35540, 0.25268, 2.79208], [-2.28700, 1.28707, 0.66055], [6.23337, 0.78230, -6.15959], [3.99114, 6.78862, 4.90634], [1.22361, -1.96064, -0.42442], [4.59554, -7.69549, 1.01507], [9.01709, -2.95500, -1.15180], [-9.58916, 3.65981, 2.56751], [0.79681, -1.10938, 0.75684], [-4.31806, 6.88293, 4.53598], [3.45267, 1.78300, -6.95458], [-4.53164, -5.40473, 7.69674], [5.00285, 0.09981, -5.62710], [-4.06819, -7.34360, -1.19175], [6.01885, 3.13712, -5.33711], [-4.04989, 3.25751, -6.66516], [3.24251, 6.79218, 6.29724], [-5.42771, 2.15754, 9.16179], [10.07096, -3.19605, -0.10635], [2.71181, 2.36062, -5.76468], [5.10535, -9.07918, 1.37703], [-1.05811, 0.64205, 1.32033], [-6.69150, 1.27022, 9.62209], [-9.84738, 2.23387, 2.98254], [0.02395, 1.75700, 1.18947], [-3.81957, -7.77000, -2.63456], [0.90253, -1.88893, 2.06078], [7.14600, 2.64715, -7.56020], [5.99951, 2.26320, -6.60299], [1.43628, 1.30832, 1.60127], [-3.76732, -4.27282, 8.42607], [-2.97310, 7.45307, 5.06898], [9.33015, -3.03963, -2.19244], [3.07971, 1.23629, -8.99735], [-4.31280, -3.47465, 8.92957], [-8.78738, 3.62585, 1.82990], [3.03474, 1.98970, -4.79193], [-5.07802, -6.01689, 8.41425], [3.56624, -7.41558, 1.23935], [-9.08334, 4.27474, 3.31190], [8.11161, -3.52636, -0.94752], [0.02696, 2.21147, 0.19874], [3.92507, -0.34007, -7.51632], [5.60718, 4.11189, -5.59882], [-8.95463, 1.60983, 3.02330], [-2.56975, 2.11823, 1.30654], [-10.58938, 1.89399, 2.26002], [0.70487, -2.91929, -0.42581], [2.90022, -0.12708, -6.11150], [-3.21773, -8.67537, -2.55580], [-3.40071, -7.07258, -3.36001], [-2.43509, 7.89687, 4.23133], [2.52636, 7.61306, 6.33458], [2.28606, -2.19912, -0.37502], [0.06055, -2.57407, 2.15962], [11.41928, -4.56652, -0.70792], [-7.15388, 0.96440, 8.68359], [-3.15681, -3.29846, -7.86475], [-5.76083, 3.03490, 8.60737], [6.75317, 0.11561, -6.84765], [-10.40286, 4.23838, 2.13018], [10.85553, -2.43939, -0.10023], [7.20482, 2.19627, -8.55084], [-4.77956, 2.50438, 9.96659], [5.25060, 2.72956, -4.68002], [-1.98258, 1.01202, 3.25913], [8.08758, 2.56870, -7.01675], [1.09007, -1.57081, -1.43353], [-4.19487, 6.06457, 3.82660], [2.79507, -0.30194, 1.22907], [-1.97114, -0.64675, 2.79114], [4.69388, 0.38752, -4.62219], [5.27520, -0.94944, -5.51310], [8.80148, -1.88804, -1.20865], [-4.17224, -9.13033, -0.63611], [-5.25119, -4.95123, 7.01506], [6.11165, -9.30926, 1.02698], [2.63931, 3.44779, -5.73442], [5.20932, -6.91629, 1.46700], [-4.55966, -2.40637, -7.13422], [7.06443, 3.69362, -7.85406], [4.67638, -7.55812, -0.06321], [1.64129, 2.15556, -5.75868], [4.52461, 8.00597, 7.18712], [-10.30045, 2.82518, 4.74379], [-4.82618, 1.54941, 8.48620], [-2.02252, 1.61280, -0.34546], [-4.14198, 1.56055, -5.61367], [9.53033, -3.10450, 0.83569], [-0.30922, 2.55913, 1.84801], [-4.83017, 6.51725, 5.42599], [4.71714, 5.97562, 4.91256], [-0.46876, -0.01198, 3.36821], [-3.81363, 1.48303, -7.49477], [-3.77218, -5.40764, 9.89546], [6.99777, 0.73267, -5.38413], [5.09616, -9.12681, 2.46595], [-3.09346, -7.08098, -0.78063], [-4.49174, 8.17930, 3.04457], [1.75892, -2.55881, 2.13799], [-3.83494, -6.06297, 7.17767], [4.44351, 7.77045, 4.76686], [-6.43995, 0.36277, 10.17105], [4.62236, -10.99755, 1.16271], [2.12434, 0.46471, -0.20152], [-1.47715, -3.37327, -5.09218], [6.99058, 3.25182, -4.85681], [-4.30038, 3.03423, -4.68283], [-4.52308, -6.35375, -1.15485], [4.41479, 3.43268, -8.84500], [2.10494, 2.15467, 1.44414], [-8.06161, 2.53181, 9.68511], [-3.11683, -3.77652, 7.70590], [-1.85766, -1.27928, -0.56739], [-1.64098, -3.67829, -6.83043], [-4.78693, -8.10872, -3.00545], [1.07408, -1.21967, 2.90384], [-3.13923, 0.60900, 0.61546], [1.46366, 1.18881, 2.68436], [-3.93848, 2.84656, -8.61719], [2.04664, 2.61270, -8.47433], [-3.23773, 8.15939, 5.85587], [3.36203, 6.72971, 4.01816], [2.71479, 5.84362, 6.39646], [-2.28089, 6.74141, 5.51896], [1.70585, 1.11606, -7.84129]], "atomic_forces_ev_per_a": [[0.1, 0.3, 0.2], [-1.0, -0.4, 0.8], [0.1, 0.7, -0.1], [0.2, -0.8, 0.7], [-1.5, -0.6, -0.6], [1.9, -0.7, 1.3], [-0.4, 0.0, 1.7], [0.4, 1.5, 0.3], [-0.3, 0.0, 0.0], [-0.1, 0.2, 0.6], [0.8, -1.3, 1.5], [0.1, -0.3, -0.1], [-0.2, -1.7, 4.1], [1.3, 1.5, -0.4], [0.6, -2.3, -4.1], [-3.6, 1.1, -1.9], [0.5, -2.2, 1.1], [5.2, -3.2, 1.1], [-0.9, 1.2, 1.3], [-1.4, -0.1, -0.2], [0.1, 3.1, 2.1], [0.5, 1.0, 1.0], [-0.4, -0.2, -0.7], [0.0, -0.9, 0.4], [0.2, 0.3, 0.4], [-0.8, 0.4, 0.8], [-0.1, -1.3, -0.4], [0.3, 0.1, -1.3], [-0.1, 1.4, -0.9], [1.7, 0.5, -0.5], [0.7, 1.5, -0.6], [1.8, 0.8, -0.2], [1.4, -1.5, 0.2], [-0.4, 1.3, 0.1], [-1.1, -0.5, -0.9], [1.2, 1.3, -0.9], [-1.1, 0.2, -0.7], [-0.6, 4.1, 0.4], [0.3, 1.6, -2.5], [-0.9, -1.3, 0.5], [-0.3, 0.0, -0.6], [-0.8, 0.9, 0.7], [-1.2, -1.1, 0.4], [0.8, -0.5, -0.4], [1.7, 1.2, -1.0], [-1.4, 0.6, -1.1], [0.2, -0.6, 0.9], [-0.9, -0.9, 0.3], [0.3, -0.5, 0.2], [0.0, 1.2, 0.2], [0.4, -0.3, -1.0], [-0.7, -0.1, -0.4], [-1.0, -0.4, -0.9], [-0.4, -0.7, -0.2], [0.3, -1.0, 0.0], [-0.1, 0.0, 0.0], [-1.1, 0.1, -0.8], [-0.1, 0.0, -0.5], [0.4, 0.1, -0.1], [-0.2, 0.0, 0.1], [-0.1, -0.7, 0.4], [-0.3, 0.0, 0.6], [0.1, 0.0, -0.2], [0.0, -0.4, -0.2], [0.2, 0.2, -0.1], [0.3, 0.3, -0.1], [0.1, 0.1, -0.1], [-0.1, 0.2, -0.3], [0.7, -0.8, -0.6], [-0.1, -0.1, 0.1], [-0.1, -0.1, -0.1], [0.4, 0.0, -0.4], [0.2, 0.2, 0.4], [0.0, 0.4, 0.2], [-0.7, -0.3, -0.6], [0.1, 0.0, 0.3], [-0.3, 0.4, 0.4], [-0.1, 0.5, 0.0], [-0.1, -0.3, -0.1], [-0.9, 0.2, 0.1], [-0.2, 0.0, 0.0], [-0.6, 0.3, -1.1], [-0.2, -0.4, 0.3], [0.1, 0.0, -0.2], [-0.2, -0.9, 0.4], [-0.2, -0.2, 0.2], [0.4, -0.1, 0.5], [0.4, 0.2, 0.3], [0.1, -0.2, -0.2], [-0.3, 0.6, 0.2], [0.2, -0.2, 0.2], [0.0, -0.4, -0.2], [-0.1, -0.1, -0.2], [0.1, 0.5, 0.0], [-0.3, -0.3, -0.1], [-0.6, 0.3, 0.7], [-0.2, -0.4, 0.2], [0.0, -0.3, -0.3], [0.1, 0.6, -0.1], [0.8, 0.2, -0.1], [0.2, -0.2, 0.1], [0.1, -0.2, -1.1], [-0.1, 0.3, 0.4], [0.1, 0.1, -0.1], [-0.1, -0.7, -0.4], [-0.3, 0.0, -0.4], [0.0, 0.0, 0.3], [0.1, 0.0, -0.1], [-0.2, 0.1, 0.1], [-0.1, 0.3, 0.6], [0.4, -0.3, 0.4], [0.0, 0.1, 0.2], [-0.8, 0.3, -0.4], [0.1, 0.2, -0.1], [-0.1, 0.5, 0.0], [0.0, 0.3, -0.8], [0.3, -0.1, 0.3], [0.0, 0.7, 0.5], [0.1, -0.3, 0.2], [0.3, -0.5, 0.6], [0.2, -0.2, 0.1], [0.4, 0.0, -0.6], [0.0, 0.2, -0.1], [0.5, -0.1, 0.2], [0.3, 0.3, 0.1], [0.1, 0.0, 0.0], [-0.3, -0.5, -0.3], [0.3, -0.1, -0.5], [-0.1, -0.2, 0.0], [0.1, -0.2, -0.3], [-1.1, -0.4, 0.2], [0.0, 0.6, -0.3], [0.3, -0.1, -0.3], [-0.3, 0.4, 0.4], [0.5, -0.2, 0.2], [-0.2, -0.3, -0.2], [0.4, -0.3, 0.7], [-0.1, 0.1, -0.3], [-0.6, -0.1, 0.1], [0.0, -0.1, 0.0], [0.0, -0.5, 0.1], [0.1, -0.3, 0.3], [0.6, 0.5, 0.0], [0.2, 0.3, -0.3], [-0.4, -0.5, 0.2], [0.4, 0.0, 0.8], [-0.2, -0.4, 0.0], [0.0, -0.6, -0.3]], "lowdin_charge": [-0.01, -0.09, -0.06, -0.08, 0.01, -0.08, -0.07, -0.11, -0.08, -0.02, -0.08, 0.01, 0.16, -0.11, 0.16, 0.16, -0.12, 0.15, -0.12, -0.06, -0.79, -0.10, -0.02, -0.05, -0.15, -0.08, -0.06, -0.10, -0.11, -0.10, -0.49, -0.30, -0.51, -0.08, -0.18, -0.35, -0.02, -0.79, -0.32, -0.07, -0.33, -0.04, -0.28, -0.48, -0.30, -0.35, -0.15, -0.09, -0.04, -0.05, -0.47, -0.18, -0.35, -0.09, 0.07, 0.09, 0.11, 0.07, 0.07, 0.07, 0.07, 0.07, 0.08, 0.11, 0.11, 0.08, 0.11, 0.08, 0.11, 0.08, 0.11, 0.07, 0.07, 0.07, 0.10, 0.08, 0.09, 0.08, 0.10, 0.11, 0.06, 0.12, 0.08, 0.11, 0.08, 0.06, 0.07, 0.08, 0.08, 0.08, 0.10, 0.11, 0.08, 0.10, 0.10, 0.07, 0.08, 0.07, 0.11, 0.09, 0.07, 0.12, 0.07, 0.07, 0.08, 0.09, 0.08, 0.06, 0.08, 0.11, 0.11, 0.11, 0.11, 0.07, 0.06, 0.11, 0.08, 0.11, 0.10, 0.10, 0.08, 0.08, 0.08, 0.06, 0.11, 0.06, 0.11, 0.13, 0.09, 0.12, 0.11, 0.10, 0.10, 0.08, 0.11, 0.10, 0.11, 0.07, 0.07, 0.08, 0.10, 0.12, 0.09, 0.07, 0.06, 0.11, 0.06, 0.08]}